# 1
# C34H31N7O4STa

A molecular structure, C34H31N7O4STa at a distorted geometry (the ωB97M-V functional and the def2-TZVPD basis, the Open Molecules 2025 dataset).

```
78
Properties=species:S:1:pos:R:3:forces:R:3
Ta 0.26696 -0.02917 -0.29991 0.7480 0.5548 0.6556
C 2.91618 -1.79184 -1.02459 -0.1828 0.0411 -0.1328
N 2.64568 -0.50178 -0.34384 -0.1269 -0.2497 -0.6274
C 3.39337 0.66784 -0.88017 -0.0837 0.0229 -0.0093
C 2.49561 1.52892 -1.70891 0.1002 -0.0612 -0.0135
N 1.17360 1.42347 -1.70685 0.0970 -0.2200 -0.0594
C 0.70707 2.35898 -2.65435 -0.0331 -0.0094 0.0764
C -0.57098 2.64892 -3.12824 0.0261 0.0075 0.0103
C -0.68426 3.64004 -4.08215 0.0046 -0.0007 0.0050
C 0.43586 4.33315 -4.56624 -0.0193 0.0103 -0.0109
C 1.70723 4.04111 -4.12201 0.0142 -0.0280 0.0256
C 1.80975 3.03838 -3.16548 -0.0047 0.0583 -0.0488
N 2.92169 2.47510 -2.54465 -0.0504 -0.0299 0.0214
C 1.81738 -2.03420 -2.01516 0.0655 -0.0190 0.0637
N 0.67120 -1.35523 -1.97528 -0.0140 0.0254 0.0257
C -0.06825 -1.76192 -3.09901 0.0331 0.0426 -0.1384
C -1.25450 -1.27596 -3.64379 -0.0417 -0.0159 0.0199
C -1.69777 -1.86291 -4.81160 0.0232 -0.0231 -0.0089
C -0.98035 -2.89638 -5.43743 -0.0098 0.0174 0.0155
C 0.22035 -3.35110 -4.93214 -0.0080 0.0063 0.0048
C 0.65869 -2.74837 -3.76007 0.0561 -0.0040 0.0242
N 1.84743 -2.88630 -3.03690 -0.0798 0.0730 -0.0032
H 2.93973 -2.59021 -0.27937 -0.0417 0.0200 0.0124
H 3.88608 -1.78937 -1.52535 0.0061 -0.0245 0.0069
H 2.94394 -0.60001 0.62545 0.0340 -0.0669 -0.0104
H 4.25513 0.34484 -1.46681 0.0004 -0.0015 -0.0002
H 3.77018 1.24451 -0.03417 -0.0051 0.0080 -0.0054
H -1.44821 2.11350 -2.79799 -0.0165 -0.0080 -0.0011
H -1.66099 3.88681 -4.47518 0.0003 0.0028 -0.0028
H 0.29785 5.10436 -5.31107 -0.0019 0.0003 0.0005
H 2.57574 4.56208 -4.50108 -0.0006 0.0009 -0.0048
H 3.88396 2.73584 -2.70317 0.0049 0.0021 0.0078
H -1.79437 -0.44940 -3.19848 0.0049 -0.0220 0.0139
H -2.61168 -1.50916 -5.26866 -0.0023 -0.0064 -0.0048
H -1.36730 -3.32732 -6.35028 -0.0008 -0.0003 -0.0017
H 0.79187 -4.12124 -5.43177 -0.0016 -0.0006 -0.0045
H 2.61683 -3.49640 -3.27389 0.0070 -0.0044 0.0068
C -0.89119 2.83565 7.16689 0.0083 -0.0036 0.0061
C -0.30044 2.24909 5.92473 0.0084 -0.0079 -0.0131
C -0.92680 2.41511 4.68327 -0.0138 0.0071 -0.0004
C -0.39253 1.87436 3.53414 -0.0152 -0.0161 -0.0383
C 0.79811 1.15052 3.63118 0.0182 0.0116 0.0829
C 1.45398 0.97207 4.85527 -0.0030 0.0105 -0.0380
C 0.89382 1.52286 5.98743 -0.0221 0.0147 0.0097
S 1.50915 0.45181 2.24420 0.0514 -0.0984 0.1739
O 2.84558 0.01492 2.51923 -0.0617 -0.0583 -0.0314
O 1.36453 1.31396 1.02047 0.2233 0.2090 0.1703
N 0.59374 -0.72567 1.58516 -0.0165 -0.0590 0.4263
C 0.00968 -1.84456 2.20509 0.0417 0.0005 -0.0239
C 0.31232 -2.42368 3.40600 -0.0191 0.0082 -0.0083
C -0.43591 -3.54799 3.82456 -0.0317 -0.0145 -0.0375
C -1.44460 -4.05757 3.05206 0.0471 -0.0066 0.0688
C -1.76234 -3.46037 1.80735 -0.0996 -0.0576 -0.0422
C -2.80675 -3.88264 0.95724 0.0578 0.0639 -0.0204
C -3.04910 -3.18775 -0.20368 0.0274 -0.0237 0.0671
C -2.25063 -2.09145 -0.53300 -0.0053 0.0179 -0.0779
N -1.22778 -1.67757 0.21339 0.1103 -0.1913 0.1792
C -1.00948 -2.35473 1.39330 -0.0220 0.0869 -0.0698
H -1.68676 3.54192 6.94260 -0.0007 0.0019 0.0006
H -0.12658 3.34068 7.75677 -0.0026 0.0020 0.0016
H -1.30605 2.04142 7.79147 -0.0001 0.0000 0.0009
H -1.83852 2.99496 4.62589 -0.0008 -0.0003 0.0010
H -0.86808 2.03574 2.57618 0.0103 -0.0051 -0.0016
H 2.38948 0.43234 4.90541 0.0042 -0.0027 -0.0026
H 1.39533 1.40351 6.93911 0.0012 -0.0003 0.0002
H 1.10554 -2.03707 4.03327 0.0033 -0.0043 -0.0006
H -0.19912 -4.00669 4.77440 -0.0028 -0.0030 0.0000
H -2.01160 -4.91750 3.38352 0.0007 0.0029 0.0059
H -3.41830 -4.73369 1.23084 0.0036 -0.0023 0.0103
H -3.85605 -3.46594 -0.86593 0.0022 0.0126 -0.0108
H -2.45960 -1.52861 -1.42891 0.0101 -0.0127 -0.0441
C -3.51006 2.30772 -0.46771 -0.0263 0.0105 0.0218
O -2.82374 1.11026 -1.00158 -0.1004 0.1983 0.1331
C -1.62855 0.89387 -0.63389 -0.1424 -0.6049 -1.1576
O -0.93917 1.56752 0.16501 -0.5422 0.4463 0.3788
H -4.50334 2.27191 -0.89652 -0.0008 0.0002 -0.0078
H -2.96500 3.19155 -0.78960 0.0031 -0.0131 -0.0120
H -3.54394 2.24018 0.61597 -0.0040 -0.0178 -0.0077
```
Positions in Å, forces in eV/Å.

## Properties
Total charge = +3
2S+1 = 1
ΔE to the lowest compared entry with this formula, charge and spin = 0.000 eV

Taken from the Löwdin analysis, the atomic charges in e are:
1. Ta 1.9194
2. C -0.0508
3. N -0.1203
4. C -0.0565
5. C -0.2735
6. N 0.0211
7. C -0.1730
8. C -0.0092
9. C -0.0379
10. C -0.0330
11. C 0.0260
12. C -0.1544
13. N 0.2163
14. C -0.2611
15. N -0.0013
16. C -0.1984
17. C -0.0255
18. C -0.0321
19. C -0.0278
20. C 0.0277
21. C -0.1504
22. N 0.2194
23. H 0.1539
24. H 0.1443
25. H 0.0749
26. H 0.1458
27. H 0.1477
28. H 0.0877
29. H 0.1221
30. H 0.1266
31. H 0.1318
32. H 0.1945
33. H 0.0962
34. H 0.1243
35. H 0.1276
36. H 0.1327
37. H 0.1958
38. C -0.0137
39. C -0.2128
40. C 0.0032
41. C -0.0269
42. C -0.3082
43. C -0.0260
44. C 0.0086
45. S 0.7318
46. O -0.2347
47. O -0.3950
48. N -0.2506
49. C -0.2326
50. C 0.0385
51. C -0.0130
52. C 0.0200
53. C -0.1252
54. C 0.0698
55. C 0.0113
56. C -0.0782
57. N -0.0116
58. C -0.1546
59. H 0.0901
60. H 0.1018
61. H 0.1066
62. H 0.1293
63. H 0.1032
64. H 0.1249
65. H 0.1381
66. H 0.1260
67. H 0.1298
68. H 0.1367
69. H 0.1455
70. H 0.1311
71. H 0.0930
72. C 0.0644
73. O -0.0172
74. C -0.5008
75. O -0.0644
76. H 0.1136
77. H 0.1092
78. H 0.1082

# 2
# C21H27ClN2O5

A single C21H27ClN2O5 molecule (the ωB97M-V functional and the def2-TZVPD basis, the Open Molecules 2025 dataset).

```
56
Properties=species:S:1:pos:R:3:forces:R:3
C 4.49953 5.11940 -2.20733 0.0002 0.0033 0.0032
O 3.17255 4.90870 -2.68584 0.0016 -0.0074 -0.0057
C 2.42375 4.09039 -1.88718 -0.0032 0.0060 0.0053
C 2.28418 2.74337 -2.22828 -0.0089 0.0037 -0.0026
C 2.97238 2.19998 -3.44851 0.0054 -0.0058 0.0044
C 1.48413 1.93523 -1.43529 0.0051 -0.0007 -0.0167
C 0.83351 2.43952 -0.31457 -0.0008 -0.0042 -0.0015
C -0.00755 1.48556 0.47718 -0.0048 -0.0007 0.0005
O -0.42072 0.44695 -0.01520 0.0078 -0.0177 -0.0095
N -0.28327 1.81400 1.76287 0.0047 -0.0093 0.0079
C -1.02466 0.88774 2.60706 0.0089 -0.0012 -0.0125
C -2.51968 0.88747 2.31064 -0.0298 0.0184 0.0084
C -3.24556 -0.17983 3.10282 0.0078 -0.0022 0.0054
O -2.80293 -1.44516 2.65737 0.0066 0.0047 0.0037
C -3.28396 -2.50767 3.44270 -0.0102 -0.0019 0.0030
C -2.84904 -3.81247 2.80994 0.0425 0.2880 -0.1013
N -3.63594 -4.16202 1.62931 -0.1898 -0.3766 0.0554
C -3.03993 -4.65785 0.48461 0.3870 -0.1329 0.2935
O -3.43048 -5.66081 -0.07359 -0.2543 0.2255 -0.2372
C -1.89883 -3.89063 0.00777 0.0174 -0.0184 0.0159
C -0.96144 -3.26002 -0.39812 -0.0048 -0.0302 -0.0411
C 0.15565 -2.49110 -0.92186 -0.0100 0.0451 0.0306
C 1.37764 -3.31869 -1.33991 0.0083 0.0005 0.0021
C 2.08811 -2.37503 -2.31622 -0.0056 0.0072 -0.0106
O 1.12653 -1.39823 -2.72924 0.0296 0.0195 -0.0062
C -0.15387 -1.76350 -2.23101 0.0002 0.0044 -0.0061
C 0.95928 3.78327 0.00948 0.0039 -0.0077 0.0010
C 1.75119 4.59889 -0.78014 0.0098 -0.0065 0.0067
Cl 1.88200 6.28585 -0.39729 -0.0126 0.0041 0.0011
H 4.98918 5.76734 -2.92935 0.0025 0.0004 0.0009
H 4.49046 5.60409 -1.22926 0.0056 -0.0014 -0.0047
H 5.04091 4.17228 -2.13874 0.0004 -0.0018 -0.0021
H 2.67131 1.16765 -3.61986 -0.0021 0.0008 -0.0023
H 2.72465 2.79340 -4.32853 -0.0022 -0.0004 -0.0004
H 4.05813 2.22911 -3.33961 0.0009 0.0034 0.0007
H 1.35298 0.89166 -1.69664 -0.0223 -0.0212 0.0143
H 0.20384 2.58319 2.18523 -0.0111 0.0087 -0.0007
H -0.63406 -0.11919 2.45374 0.0007 0.0046 -0.0044
H -0.84390 1.17036 3.64558 0.0001 -0.0050 0.0027
H -2.94862 1.86419 2.54890 0.0073 0.0012 -0.0038
H -2.66989 0.70327 1.24635 -0.0045 -0.0080 -0.0007
H -3.03899 -0.06941 4.17892 0.0042 -0.0013 -0.0002
H -4.33075 -0.09107 2.96667 0.0009 -0.0046 -0.0025
H -2.87816 -2.43905 4.46239 0.0008 -0.0033 -0.0016
H -4.38003 -2.47081 3.51570 0.0023 0.0048 -0.0040
H -1.80126 -3.72194 2.52182 -0.0013 0.0118 -0.0021
H -2.92315 -4.61431 3.54943 0.0088 -0.0072 -0.0077
H -4.43397 -4.74571 1.84688 -0.0069 0.0172 0.0088
H 0.43791 -1.73143 -0.19034 0.0051 -0.0039 0.0021
H 2.00524 -3.60197 -0.49663 -0.0002 -0.0013 -0.0009
H 1.04699 -4.22845 -1.84184 -0.0026 0.0001 0.0010
H 2.91886 -1.84515 -1.84420 -0.0014 -0.0010 0.0026
H 2.47168 -2.90556 -3.19083 0.0001 -0.0025 0.0021
H -0.67064 -2.43280 -2.92904 0.0038 -0.0065 0.0056
H -0.73514 -0.85848 -2.07812 -0.0029 0.0033 0.0025
H 0.42388 4.22548 0.83922 0.0020 0.0061 -0.0023
```
Positions in Å, forces in eV/Å.

## Properties
2S+1 = 1
ΔE to the lowest compared entry with this formula, charge and spin = 2.153 eV
SMILES = COc1c(C)cc(C(=O)NCCCOCCNC(=O)C#C[C@H]2CCOC2)cc1Cl

Taken from the natural (NBO) analysis, the atomic charges in e are:
1. C -0.2459
2. O -0.5202
3. C 0.2505
4. C 0.0524
5. C -0.6522
6. C -0.1930
7. C -0.1401
8. C 0.6726
9. O -0.6479
10. N -0.6083
11. C -0.2189
12. C -0.4267
13. C -0.0530
14. O -0.5410
15. C -0.0606
16. C -0.2406
17. N -0.6142
18. C 0.6271
19. O -0.5638
20. C -0.2004
21. C 0.1879
22. C -0.3682
23. C -0.4152
24. C -0.0688
25. O -0.5401
26. C -0.0474
27. C -0.2113
28. C -0.0756
29. Cl 0.0099
30. H 0.1993
31. H 0.1824
32. H 0.1710
33. H 0.2300
34. H 0.2302
35. H 0.2158
36. H 0.2492
37. H 0.3992
38. H 0.2207
39. H 0.1941
40. H 0.2038
41. H 0.2355
42. H 0.1549
43. H 0.1744
44. H 0.1643
45. H 0.1670
46. H 0.2243
47. H 0.1948
48. H 0.3895
49. H 0.2577
50. H 0.2200
51. H 0.2133
52. H 0.1747
53. H 0.1791
54. H 0.1657
55. H 0.2216
56. H 0.2206

# 3
# C5H8N

A gas-phase ion, C5H8N (charge +1) at a distorted geometry (the ωB97M-V functional and the def2-TZVPD basis, the Open Molecules 2025 dataset).

```
14
Properties=species:S:1:pos:R:3:forces:R:3
N -1.76185 0.61048 -0.18797 2.4338 2.0593 0.2531
C -0.50139 -0.14592 0.16058 1.4124 -0.0783 0.4147
C -0.07971 -1.50972 -0.23869 -0.4333 -1.5622 -2.5771
C 0.74901 -0.33298 -0.57092 -0.5775 2.2198 2.2457
C 1.65498 0.74035 0.01619 1.4287 1.8906 -2.1456
C 0.73865 0.18980 1.01132 -1.1211 0.6581 -1.4914
H -1.95010 1.21345 0.58936 -0.9831 -0.2717 1.4756
H -2.55859 0.10367 -0.50675 -0.7187 -0.6948 -0.1784
H -1.53646 1.40062 -0.80700 0.0193 -0.7147 -1.0147
H -0.37228 -1.79333 -1.29622 -0.5049 -0.9662 1.8006
H 0.15666 -2.22974 0.55361 -0.1458 -0.0046 -0.6609
H 1.64889 1.84813 -0.37483 -0.5666 -2.3194 0.5102
H 2.67487 0.36227 -0.11377 0.0726 0.3749 1.1310
H 1.13731 -0.45706 1.76511 -0.3157 -0.5909 0.2371
```
Positions in Å, forces in eV/Å.

## Properties
Total charge = +1
2S+1 = 1
ΔE to the lowest compared entry with this formula, charge and spin = 6.014 eV
SMILES = [NH3+][C@@]12C[C@@]13C[C@H]32

Taken from the natural (NBO) analysis, the atomic charges in e are:
1. N -0.6721
2. C -0.0081
3. C -0.3740
4. C 0.0163
5. C -0.3706
6. C -0.1744
7. H 0.4518
8. H 0.4586
9. H 0.4448
10. H 0.2444
11. H 0.2445
12. H 0.2470
13. H 0.2567
14. H 0.2351

no.,HOMO level (eV),orbital gap (eV),electronic energy (Ha)
1,-16.49,7.30,-2453.01049
2,-9.18,9.75,-1762.26599
3,-13.45,9.66,-249.60415